{"formula": "C12H20Cl3GeN9O2Sc", "method": "ωB97M-V/def2-TZVPD", "lumo_energy_ev": -3.95, "mol_weight_da": 546.28, "orbital_gap_ev": 9.4, "total_charge": 1, "energy_ha": -5330.537048, "relative_energy_kj_mol": 138.1, "symbols": ["Sc", "N", "C", "N", "N", "N", "N", "C", "N", "N", "N", "N", "H", "Cl", "C", "Cl", "Cl", "C", "O", "O", "C", "C", "C", "C", "Ge", "C", "C", "C", "C", "H", "H", "H", "H", "H", "H", "H", "H", "H", "H", "H", "H", "H", "H", "H", "H", "H", "H", "H"], "coordinates": [[1.25550, 0.80237, -1.00758], [1.43294, 2.30688, 2.21837], [2.29680, 1.43283, 1.58268], [3.60264, 1.59538, 1.36614], [3.92757, 0.72788, 0.46009], [2.90815, 0.00786, 0.11266], [1.82111, 0.39776, 0.85948], [0.43837, 2.74860, 1.37666], [0.07240, 3.99250, 1.17717], [-0.73971, 3.97877, 0.13843], [-0.90090, 2.81742, -0.32150], [-0.17805, 1.92611, 0.44420], [1.88762, 3.04768, 2.74434], [0.96627, 3.40199, -4.91773], [1.73769, 3.75309, -3.37549], [3.46084, 4.10305, -3.57969], [0.90154, 5.09781, -2.55958], [1.61110, 2.56646, -2.45914], [0.99499, 1.53027, -2.81562], [2.08100, 2.59412, -1.29614], [1.46365, -1.84481, -2.95833], [-0.01838, -1.48114, -2.85670], [-0.45869, -1.29796, -1.38774], [-1.46906, -0.15165, -1.21035], [-1.60239, 0.50277, 0.69168], [-1.17109, -0.74784, 2.20225], [-2.08840, -1.97773, 2.19588], [-1.74781, -2.91769, 3.35682], [-2.63210, -4.15895, 3.35167], [1.73557, -1.96860, -4.00424], [1.68195, -2.78010, -2.44030], [2.10627, -1.03041, -2.53658], [-0.62381, -2.26089, -3.32686], [-0.18885, -0.55912, -3.42907], [0.45419, -1.13078, -0.74922], [-0.90179, -2.22556, -1.01657], [-2.45053, -0.47130, -1.56781], [-1.18818, 0.73258, -1.81626], [-2.80878, 1.41351, 0.89688], [-1.29786, -0.20407, 3.14242], [-0.12353, -1.05326, 2.13251], [-1.97876, -2.52523, 1.25539], [-3.13242, -1.66472, 2.28450], [-1.87491, -2.38882, 4.30277], [-0.70301, -3.22402, 3.28184], [-3.68174, -3.88079, 3.36898], [-2.42024, -4.77065, 4.22392], [-2.45716, -4.76159, 2.46477]], "forces_ev_per_a": [[-1.2660, -1.2295, -0.0573], [0.2288, 0.0279, 0.2718], [-0.1833, -1.0120, -0.5532], [-0.2142, 0.7069, 1.1083], [0.7986, -0.3960, -0.6314], [-0.2643, -0.3961, 0.2942], [1.3236, 0.3542, 1.9448], [-0.5603, 0.3411, -0.5165], [1.2776, -0.4952, 1.5454], [-0.9303, 0.2921, -0.9776], [-0.5812, 0.1894, -0.8977], [0.2201, 0.1240, 0.4868], [-0.0588, -0.0357, -0.0772], [0.1603, 0.1393, 0.0633], [-0.0425, 0.8434, -0.4943], [-0.2358, -0.1010, 0.0384], [0.1922, -0.2510, -0.1622], [-0.0215, 0.5327, -0.3904], [-0.5965, -0.1021, -1.9846], [0.8530, 0.8480, 0.7218], [-0.1906, 0.2418, 0.0035], [0.2139, 0.0293, -0.0074], [0.0300, 0.3458, -0.3918], [0.3203, 0.1874, 0.8196], [-0.1590, -0.6545, 0.2443], [0.0278, 0.4403, -0.6423], [0.1971, 0.1239, 0.1284], [-0.2498, -0.0999, -0.2471], [0.1693, 0.1667, 0.0814], [0.2005, 0.0905, 0.0217], [0.1278, 0.1652, 0.1084], [-0.1104, -0.5769, -0.2468], [0.0359, 0.1241, 0.0671], [-0.0972, -0.1998, 0.1429], [-0.4899, -0.7499, -0.0344], [0.3556, 0.1080, 0.2341], [0.0607, 0.1630, 0.0372], [-0.3264, -0.2364, 0.1159], [-0.0187, -0.1155, 0.0839], [0.0493, 0.1233, -0.1413], [-0.0670, 0.0875, -0.0345], [-0.0929, -0.0251, -0.0409], [-0.0356, -0.0698, -0.0741], [0.0804, 0.0852, 0.0171], [0.0971, 0.0996, 0.0484], [-0.1803, -0.0206, 0.0522], [-0.0610, -0.1164, 0.0491], [0.0137, -0.0977, -0.1273]]}